ORCA calculation (ωB97M-V/def2-TZVPD) on a 2-piece molecular cluster, C2H11N2S overall at a distorted geometry.

Element x y z (Å)
1 C 1.47441 0.05042 -0.40210
2 C 0.35253 0.33851 -1.35619
3 S -0.95444 -0.92023 -1.19797
4 N 1.29203 0.78387 0.86536
5 H 1.51846 -1.00771 -0.15550
6 H 2.42225 0.36376 -0.85482
7 H -0.08709 1.29606 -1.08890
8 H 0.73201 0.39029 -2.36498
9 H -1.96279 -0.17807 -1.66711
10 H 2.08555 0.59252 1.47791
11 H 1.30561 1.79744 0.67809
12 N -0.90818 0.27769 2.24751
13 H 0.03846 0.49527 1.62667
14 H -1.41928 1.16486 2.44975
15 H -1.51456 -0.37310 1.71620
16 H -0.67372 -0.16865 3.15640

LUMO (alpha / beta) in eV: 0.692 / 0.561
⟨S²⟩: 0.751
Total charge: 0
2S+1: 2
Gap between HOMO and LUMO (alpha / beta) in eV: 3.717 / 10.104

For reference, the Mulliken charges in units of e are: number 1, C, carries -0.906; number 2, C, carries -0.634; number 3, S, carries -0.300; number 4, N, carries -1.022; number 5, H, carries 0.409; number 6, H, carries 0.334; number 7, H, carries 0.392; number 8, H, carries 0.404; number 9, H, carries 0.174; number 10, H, carries 0.457; number 11, H, carries 0.417; number 12, N, carries -2.809; number 13, H, carries 0.748; number 14, H, carries 0.969; number 15, H, carries 0.453; number 16, H, carries 0.916

ORCA calculation (ωB97M-V/def2-TZVPD) on a 2-piece molecular cluster, C2H11N3O overall at a distorted geometry.

Element x y z (Å)
1 N -0.44430 0.96507 2.65048
2 C -0.20484 -0.07829 1.66373
3 N 0.72695 -1.14084 2.08221
4 H 0.39795 1.08290 3.20873
5 H -0.50006 1.84211 2.15410
6 H 0.24185 0.28160 0.71537
7 H -1.17065 -0.47520 1.34683
8 H 0.22666 -1.63212 2.82487
9 H 1.48969 -0.71409 2.60206
10 N -0.83803 0.68711 -2.30923
11 C 0.35724 -0.06478 -2.71373
12 O 0.56621 -1.27197 -1.99495
13 H -1.50697 0.09103 -1.83616
14 H -1.26770 1.17887 -3.07447
15 H 1.19830 0.58013 -2.44666
16 H 0.39457 -0.30379 -3.77188
17 H 0.33314 -1.02774 -1.10132

LUMO in eV: 0.957
Total charge: 0
SMILES string: NCN.NCO
2S+1: 1
Gap between HOMO and LUMO in eV: 10.358

For reference, the Mulliken charges in units of e are: number 1, N, carries -0.642; number 2, C, carries -0.208; number 3, N, carries -0.582; number 4, H, carries 0.231; number 5, H, carries 0.241; number 6, H, carries 0.183; number 7, H, carries 0.281; number 8, H, carries 0.265; number 9, H, carries 0.241; number 10, N, carries -0.528; number 11, C, carries -0.199; number 12, O, carries -0.516; number 13, H, carries 0.190; number 14, H, carries 0.214; number 15, H, carries 0.248; number 16, H, carries 0.296; number 17, H, carries 0.285

ORCA calculation (ωB97M-V/def2-TZVPD) on a 2-piece molecular cluster, C2H11N3O overall at a distorted geometry.

Element x y z (Å)
1 N 1.48211 0.61244 2.09125
2 C 2.39451 -0.52171 1.57385
3 N 3.66457 -0.00704 0.61819
4 H 0.73862 0.68550 1.43955
5 H 0.96612 0.52561 2.94971
6 H 2.70856 -1.26981 2.26023
7 H 1.65307 -1.12329 0.92694
8 H 3.80192 0.86499 1.10051
9 H 3.20127 0.31183 -0.24697
10 N -3.11670 -0.15215 -0.62525
11 C -2.10031 0.31189 -1.67864
12 O -2.52744 0.33806 -3.04572
13 H -4.08480 0.23286 -0.77047
14 H -3.30120 -1.04231 -0.26473
15 H -1.80419 1.28051 -1.35020
16 H -1.26199 -0.45273 -1.60535
17 H -2.41414 -0.59464 -3.37289

LUMO in eV: 0.617
Total charge: 0
SMILES string: NCN.NCO
2S+1: 1
Gap between HOMO and LUMO in eV: 10.094

For reference, the Mulliken charges in units of e are: number 1, N, carries -0.591; number 2, C, carries -0.245; number 3, N, carries -0.618; number 4, H, carries 0.201; number 5, H, carries 0.237; number 6, H, carries 0.320; number 7, H, carries 0.204; number 8, H, carries 0.265; number 9, H, carries 0.227; number 10, N, carries -0.497; number 11, C, carries -0.146; number 12, O, carries -0.516; number 13, H, carries 0.203; number 14, H, carries 0.197; number 15, H, carries 0.230; number 16, H, carries 0.206; number 17, H, carries 0.325

ORCA calculation (ωB97M-V/def2-TZVPD) on a 3-piece molecular cluster, C2H11N3O2 overall at a distorted geometry.

Element x y z (Å)
1 H 0.30267 -0.08772 1.56879
2 N 0.69255 0.04926 0.62947
3 C -0.25351 0.10862 -0.27502
4 N -1.56994 0.31815 0.07937
5 N 0.00849 0.12327 -1.65501
6 C 1.39386 0.12550 -2.04410
7 H -1.68948 0.76312 0.97562
8 H -2.17728 0.45620 -0.69915
9 H -0.47511 -0.59949 -2.16051
10 H 1.47817 -0.20061 -3.05911
11 H 1.96581 -0.46826 -1.34103
12 H 1.90961 1.19322 -1.88669
13 O -3.74113 0.41761 1.83026
14 H -4.45617 0.20863 1.20120
15 H -3.75468 -0.26114 2.51019
16 O 3.57775 -1.01459 1.19679
17 H 2.65336 -0.80220 1.54445
18 H 4.13504 -0.32956 1.58449

LUMO in eV: 0.551
Total charge: 0
SMILES string: [H]/N=C(\N)NC.O.O
2S+1: 1
Gap between HOMO and LUMO in eV: 9.412

For reference, the Mulliken charges in units of e are: number 1, H, carries 0.212; number 2, N, carries -0.597; number 3, C, carries 0.323; number 4, N, carries -0.359; number 5, N, carries -0.306; number 6, C, carries -0.778; number 7, H, carries 0.209; number 8, H, carries 0.224; number 9, H, carries 0.258; number 10, H, carries 0.340; number 11, H, carries 0.316; number 12, H, carries 0.191; number 13, O, carries -0.652; number 14, H, carries 0.319; number 15, H, carries 0.320; number 16, O, carries -0.663; number 17, H, carries 0.339; number 18, H, carries 0.304

ORCA calculation (ωB97M-V/def2-TZVPD) on a 3-piece molecular cluster, C2H11N3O2 overall at a distorted geometry.

Element x y z (Å)
1 H 2.14743 0.37425 0.47120
2 N 1.22072 -0.16801 0.62474
3 C 0.59017 -0.15676 -0.51025
4 N 0.87188 0.51531 -1.62713
5 N -0.55379 -0.92690 -0.63676
6 C -1.22605 -1.40223 0.54670
7 H 0.15997 0.84228 -2.29004
8 H 1.70609 1.04457 -1.48308
9 H -0.72845 -1.45422 -1.53318
10 H -2.26184 -0.90528 0.53101
11 H -0.69746 -1.22773 1.47320
12 H -1.45598 -2.47031 0.33099
13 O -1.34254 2.90643 -1.65152
14 H -1.25367 3.85386 -1.56525
15 H -2.23963 2.86087 -1.84642
16 O 1.46252 -1.53436 3.21227
17 H 1.32150 -0.95267 2.41670
18 H 2.27915 -1.19909 3.53684

LUMO in eV: 0.508
Total charge: 0
SMILES string: [H]/N=C(\N)NC.O.O
2S+1: 1
Gap between HOMO and LUMO in eV: 9.043

For reference, the Mulliken charges in units of e are: number 1, H, carries 0.096; number 2, N, carries -0.615; number 3, C, carries 0.447; number 4, N, carries -0.436; number 5, N, carries -0.248; number 6, C, carries -0.681; number 7, H, carries 0.239; number 8, H, carries 0.194; number 9, H, carries 0.280; number 10, H, carries 0.212; number 11, H, carries 0.212; number 12, H, carries 0.252; number 13, O, carries -0.598; number 14, H, carries 0.297; number 15, H, carries 0.299; number 16, O, carries -0.670; number 17, H, carries 0.424; number 18, H, carries 0.295

ORCA calculation (ωB97M-V/def2-TZVPD) on a 2-piece molecular cluster, C2H11N4 overall at a distorted geometry.

Element x y z (Å)
1 C -0.25515 0.75744 1.49827
2 C 1.76437 -0.17798 0.04237
3 N 1.38482 -0.61540 -1.21748
4 N -1.80395 -0.74425 -0.39027
5 N 0.84806 0.99151 0.48590
6 N 0.85884 1.99891 -0.22831
7 H -0.78212 1.70861 1.63174
8 H -0.74452 0.01625 0.90167
9 H 0.03418 0.26343 2.46397
10 H 2.81027 0.10175 0.02745
11 H 1.54498 -1.07426 0.64203
12 H 1.62640 -0.11309 -2.11519
13 H -2.69613 -0.21698 -0.63620
14 H -1.24017 -0.99262 -1.24637
15 H -2.23230 -1.69055 0.01848
16 H 0.59957 -1.16290 -1.11677
17 H 0.00533 2.66305 -0.30157

LUMO in eV: -5.288
Total charge: +1
2S+1: 1
Gap between HOMO and LUMO in eV: 9.076

For reference, the Mulliken charges in units of e are: number 1, C, carries -0.468; number 2, C, carries -0.445; number 3, N, carries -0.418; number 4, N, carries -0.886; number 5, N, carries 0.750; number 6, N, carries -0.697; number 7, H, carries 0.349; number 8, H, carries 0.308; number 9, H, carries 0.251; number 10, H, carries 0.357; number 11, H, carries 0.369; number 12, H, carries 0.255; number 13, H, carries 0.275; number 14, H, carries 0.231; number 15, H, carries 0.291; number 16, H, carries 0.153; number 17, H, carries 0.323

ORCA calculation (ωB97M-V/def2-TZVPD) on a 2-piece molecular cluster, C2H11N4P overall at a distorted geometry.

Element x y z (Å)
1 C -1.46247 -1.73215 0.14568
2 C -0.18090 -0.93601 1.91730
3 N 0.72427 0.19109 -2.46796
4 N -0.02254 2.52267 -0.94003
5 N 2.16323 1.04650 -0.48192
6 N -0.97360 -0.51404 0.76151
7 P 0.64567 0.95430 -1.12432
8 H -1.87471 -2.39655 0.93380
9 H -2.37845 -1.55191 -0.62206
10 H -0.68324 -2.52467 -0.31507
11 H -0.67544 -0.67090 2.88464
12 H 0.04533 -2.07609 2.08270
13 H 0.64984 -0.31233 2.00693
14 H -0.11883 0.17017 -3.09071
15 H -0.95426 2.77641 -1.26254
16 H 0.11591 3.07811 -0.04357
17 H 2.29814 1.76782 0.18504
18 H 2.68207 0.20757 -0.56942

LUMO (alpha / beta) in eV: 0.281 / 0.189
Total charge: 0
2S+1: 1
Gap between HOMO and LUMO (alpha / beta) in eV: 8.491 / 6.670

For reference, the Mulliken charges in units of e are: number 1, C, carries -0.818; number 2, C, carries -0.828; number 3, N, carries -0.665; number 4, N, carries -0.588; number 5, N, carries -0.481; number 6, N, carries -0.296; number 7, P, carries 0.730; number 8, H, carries 0.405; number 9, H, carries 0.227; number 10, H, carries 0.249; number 11, H, carries 0.300; number 12, H, carries 0.277; number 13, H, carries 0.319; number 14, H, carries 0.239; number 15, H, carries 0.241; number 16, H, carries 0.237; number 17, H, carries 0.213; number 18, H, carries 0.241

ORCA calculation (ωB97M-V/def2-TZVPD) on a 3-piece molecular cluster, C2H11NO2 overall at a distorted geometry.

Element x y z (Å)
1 C -0.84739 1.38151 0.09980
2 C 0.01256 0.64710 -0.93515
3 N 0.67910 -0.50556 -0.32902
4 H -1.53707 0.59595 0.48342
5 H -1.34734 2.25025 -0.27872
6 H -0.12879 1.60551 0.96258
7 H 0.93671 1.21557 -1.27881
8 H -0.58694 0.28376 -1.82242
9 H 0.13948 -1.39407 -0.35480
10 H 1.65887 -0.62284 -0.36926
11 O -3.17020 -0.82978 0.26769
12 H -2.82145 -1.44675 -0.32476
13 H -3.88950 -0.26999 -0.27096
14 O 3.54195 -0.69304 1.05364
15 H 4.26538 -1.26977 1.22880
16 H 3.09464 -0.94783 1.86796

LUMO in eV: 0.789
Total charge: 0
SMILES string: CCN.O.O
2S+1: 1
Gap between HOMO and LUMO in eV: 9.166

For reference, the Mulliken charges in units of e are: number 1, C, carries -0.835; number 2, C, carries -0.382; number 3, N, carries -0.382; number 4, H, carries 0.207; number 5, H, carries 0.321; number 6, H, carries 0.226; number 7, H, carries 0.324; number 8, H, carries 0.228; number 9, H, carries 0.120; number 10, H, carries 0.204; number 11, O, carries -0.668; number 12, H, carries 0.305; number 13, H, carries 0.342; number 14, O, carries -0.622; number 15, H, carries 0.300; number 16, H, carries 0.313

ORCA calculation (ωB97M-V/def2-TZVPD) on a 3-piece molecular cluster, C2H11NO2 overall at a distorted geometry.

Element x y z (Å)
1 C 0.43319 2.32103 -0.45744
2 N -0.23816 2.34512 0.91984
3 C 0.59330 2.92572 1.89573
4 H 1.24637 1.60988 -0.30300
5 H 0.86591 3.25826 -0.70142
6 H -0.28766 1.94214 -1.23304
7 H -1.13286 2.86659 0.96388
8 H 0.76647 4.04263 1.75612
9 H 0.30013 2.73333 3.01343
10 H 1.76372 2.66609 1.59379
11 O -1.09089 -0.95974 -1.44287
12 H -0.77033 -1.69998 -1.96837
13 H -1.70962 -1.38230 -0.77618
14 O 0.29204 -5.73138 -0.55343
15 H -0.11375 -4.95225 -0.19803
16 H 0.97063 -5.45182 -1.24538

LUMO in eV: 0.358
Total charge: 0
SMILES string: CNC.O.O
2S+1: 1
Gap between HOMO and LUMO in eV: 8.925

For reference, the Mulliken charges in units of e are: number 1, C, carries -0.839; number 2, N, carries -0.339; number 3, C, carries -0.716; number 4, H, carries 0.312; number 5, H, carries 0.360; number 6, H, carries 0.255; number 7, H, carries 0.233; number 8, H, carries 0.278; number 9, H, carries 0.252; number 10, H, carries 0.195; number 11, O, carries -0.616; number 12, H, carries 0.308; number 13, H, carries 0.317; number 14, O, carries -0.641; number 15, H, carries 0.312; number 16, H, carries 0.329

ORCA calculation (ωB97M-V/def2-TZVPD) on a 4-piece molecular cluster, C2H11NO3 overall at a distorted geometry.

Element x y z (Å)
1 C 0.79870 -0.14795 1.17663
2 N 0.47010 -0.59763 0.05499
3 C -0.25876 0.38030 -0.79355
4 H 1.36937 -0.74511 1.90396
5 H 0.45125 0.78434 1.63763
6 H -0.45186 1.19242 -0.09088
7 H -1.14422 -0.10421 -1.20684
8 H 0.39416 0.62337 -1.63932
9 O 0.06846 5.03110 1.87448
10 H 0.06122 5.86369 1.39982
11 H 0.32828 4.39733 1.20860
12 O 1.79099 -2.61331 -1.99397
13 H 1.33404 -1.90464 -1.51218
14 H 1.02885 -3.19637 -2.14700
15 O -2.02008 -3.02383 -0.33449
16 H -1.41755 -2.62808 0.31306
17 H -2.80295 -3.31142 0.14905

LUMO in eV: 0.489
Total charge: 0
SMILES string: C=NC.O.O.O
2S+1: 1
Gap between HOMO and LUMO in eV: 10.913

For reference, the Mulliken charges in units of e are: number 1, C, carries -0.279; number 2, N, carries -0.245; number 3, C, carries -0.740; number 4, H, carries 0.252; number 5, H, carries 0.147; number 6, H, carries 0.355; number 7, H, carries 0.246; number 8, H, carries 0.258; number 9, O, carries -0.630; number 10, H, carries 0.322; number 11, H, carries 0.308; number 12, O, carries -0.674; number 13, H, carries 0.372; number 14, H, carries 0.318; number 15, O, carries -0.635; number 16, H, carries 0.322; number 17, H, carries 0.304

Energy relative to the best compared isomer or geometry (same formula, charge and spin) for the records above, in order: 0.00, 12.66, 41.61, 25.18, 23.95, 106.91, 78.86, 34.02, 45.50, 30.57 kcal/mol